Formula: C44H52BHgN10O4S3Se
Source: the Open Molecules 2025 dataset
Level of theory: ωB97M-V with the def2-TZVPD basis set

```
116
Properties=species:S:1:pos:R:3:forces:R:3
Hg 0.604 0.012 0.214 -0.7 -0.1 0.4
O 4.456 -0.021 3.537 0.3 0.0 0.1
C 4.152 1.024 4.318 -0.1 0.0 0.0
C 4.993 1.331 5.391 0.1 -0.1 0.1
C 4.709 2.395 6.228 0.0 0.0 0.0
C 3.579 3.175 6.007 0.0 0.1 0.1
C 2.749 2.882 4.936 0.1 0.0 0.0
C 3.018 1.822 4.079 0.0 0.0 0.0
C 2.152 1.519 2.895 -0.4 0.2 -0.5
O 2.310 0.394 2.322 0.0 -0.2 -0.2
N 1.354 2.490 2.534 0.3 0.8 0.6
N 0.513 2.264 1.481 -0.1 -0.3 -0.4
C 0.159 3.328 0.857 0.1 0.0 0.5
C -0.764 3.436 -0.248 -0.1 -0.1 -0.5
C -0.950 4.703 -0.816 0.1 -0.2 0.1
C -1.723 4.915 -1.941 0.0 0.2 -0.2
C -2.338 3.814 -2.548 0.0 0.1 0.0
C -2.207 2.557 -2.010 0.0 0.0 -0.1
C -1.460 2.308 -0.812 -0.3 0.1 0.1
O -1.494 1.160 -0.274 0.2 -0.1 -0.1
H 3.694 -0.082 2.878 -0.2 0.0 0.0
H 5.869 0.712 5.547 0.0 0.0 0.0
H 5.370 2.618 7.058 0.0 0.0 0.0
H 3.349 4.002 6.669 0.0 0.0 0.0
H 1.873 3.481 4.724 0.0 0.0 0.0
H 0.608 4.272 1.196 -0.1 0.0 0.1
H -0.453 5.548 -0.344 0.0 0.0 0.0
H -1.825 5.908 -2.364 0.0 0.0 0.0
H -2.923 3.965 -3.452 0.0 0.0 0.0
H -2.681 1.695 -2.467 0.0 0.0 0.0
C 2.963 -4.133 -3.202 -0.1 0.0 0.0
C 1.597 -4.080 -3.900 0.0 0.0 -0.1
C 1.455 -5.209 -4.931 0.0 0.0 0.0
C 1.493 -2.755 -4.643 0.0 0.1 0.0
N 0.560 -4.296 -2.863 -0.1 0.1 0.4
C 0.622 -5.462 -2.115 0.1 -0.3 0.0
C -0.297 -5.379 -1.149 -0.1 -0.2 0.1
N -0.949 -4.170 -1.254 0.5 0.1 -0.1
B -1.889 -3.838 -0.052 0.3 0.2 0.1
N -1.094 -4.011 1.274 0.3 0.4 0.4
C -1.762 -4.541 2.352 -0.3 -0.2 -0.1
C -1.005 -4.417 3.445 -0.1 -0.1 0.2
N 0.163 -3.774 3.081 -0.3 0.2 -0.3
C 0.112 -3.519 1.724 0.1 -0.6 0.1
S 1.399 -2.959 0.779 -0.3 0.1 -0.4
C 1.074 -3.313 4.162 0.3 -0.1 0.1
C 0.221 -2.563 5.196 0.0 0.0 -0.1
C 1.721 -4.565 4.769 -0.1 0.1 0.0
C 2.168 -2.363 3.697 -0.1 0.0 0.0
N -2.697 -2.511 -0.134 -0.2 0.3 -0.1
C -3.684 -2.455 -1.096 0.0 -0.2 0.0
C -4.478 -1.410 -0.842 -0.2 0.0 -0.2
N -3.998 -0.771 0.292 0.4 -0.2 -0.2
C -2.871 -1.446 0.711 -0.1 -0.2 0.2
S -1.902 -1.069 2.037 0.2 -0.1 0.3
C -4.796 0.331 0.879 -0.2 0.2 0.3
C -4.091 1.125 1.975 0.2 0.0 -0.1
C -6.068 -0.301 1.466 0.1 0.0 0.0
C -5.165 1.316 -0.237 0.0 -0.2 -0.1
C -0.417 -3.486 -2.308 -0.3 0.0 -0.2
S -1.014 -2.027 -2.899 0.1 0.3 0.0
H 3.747 -3.828 -3.896 0.0 0.0 0.0
H 3.193 -5.132 -2.827 0.0 0.0 0.0
H 2.960 -3.443 -2.359 0.0 0.0 0.1
H 2.217 -5.098 -5.705 0.0 0.0 0.0
H 0.472 -5.151 -5.401 0.0 0.0 0.0
H 1.565 -6.197 -4.482 0.0 0.0 0.0
H 2.271 -2.739 -5.413 0.0 -0.1 0.0
H 1.655 -1.914 -3.978 -0.1 0.1 0.1
H 0.522 -2.634 -5.111 0.0 0.0 0.0
H 1.325 -6.248 -2.318 0.0 0.0 0.0
H -0.542 -6.077 -0.368 0.0 0.0 0.0
H -2.712 -4.735 -0.039 0.0 0.0 0.0
H -2.741 -4.971 2.239 0.0 0.0 0.0
H -1.199 -4.731 4.453 0.0 0.0 0.0
H -0.445 -3.230 5.748 0.0 0.0 0.0
H -0.383 -1.817 4.681 0.0 0.0 0.0
H 0.868 -2.055 5.911 0.0 0.0 0.0
H 0.969 -5.254 5.159 0.0 0.0 0.0
H 2.394 -4.283 5.580 0.0 0.0 0.0
H 2.297 -5.080 4.000 0.0 0.0 0.0
H 1.750 -1.515 3.160 0.1 0.0 0.0
H 2.876 -2.854 3.039 0.1 0.0 0.0
H 2.700 -1.983 4.572 -0.1 -0.1 0.1
H -3.721 -3.176 -1.891 0.0 0.0 -0.1
H -5.331 -1.059 -1.391 0.0 0.0 0.0
H -3.920 0.522 2.859 0.1 0.0 0.1
H -4.724 1.977 2.243 -0.1 0.0 -0.1
H -3.129 1.490 1.621 0.1 0.0 0.0
H -5.801 -1.040 2.223 0.0 0.0 0.0
H -6.652 -0.796 0.688 0.0 0.0 0.0
H -6.688 0.468 1.932 0.0 0.0 0.0
H -4.267 1.620 -0.769 0.1 0.1 0.0
H -5.634 2.200 0.198 0.0 0.0 0.0
H -5.863 0.882 -0.955 0.0 0.0 0.0
O 3.844 -0.284 -0.032 -0.4 -0.1 -0.3
C 2.945 -0.338 -0.732 1.0 -0.3 0.3
C 2.522 5.132 -1.793 0.1 0.1 0.1
N 1.713 4.644 -2.877 -0.3 -0.3 0.0
C 1.361 3.332 -3.051 0.3 -0.3 -0.1
Se 1.942 1.867 -2.149 -0.2 0.4 -0.3
N 0.549 3.295 -4.151 0.0 0.2 0.2
C 0.355 4.560 -4.653 0.0 0.2 -0.1
C -0.346 5.038 -5.745 0.1 0.1 0.1
C -0.289 6.410 -5.991 -0.1 -0.1 -0.1
C 0.433 7.264 -5.170 0.1 0.1 0.1
C 1.145 6.784 -4.071 -0.1 -0.1 -0.1
C 1.105 5.422 -3.837 -0.1 0.2 -0.1
H 2.716 4.301 -1.117 0.0 0.0 0.0
H 1.986 5.918 -1.258 0.0 0.0 0.0
H 3.469 5.529 -2.166 0.0 0.0 0.0
H 0.033 2.461 -4.376 0.0 0.0 0.0
H -0.911 4.376 -6.386 0.0 0.0 0.0
H -0.817 6.814 -6.846 0.0 0.0 0.0
H 0.449 8.326 -5.385 0.0 0.0 0.0
H 1.700 7.452 -3.426 0.0 0.0 0.0
```
Forces are in eV/Å.

Values from the calculation:
⟨S²⟩: 0.758
Net charge: -2
2S+1: 2
Orbital gap (spin up / spin down): 4.23 / 5.60 eV

---

Formula: C27H26NO
Source: the Open Molecules 2025 dataset
Level of theory: ωB97M-V with the def2-TZVPD basis set

```
55
Properties=species:S:1:pos:R:3:forces:R:3
C -1.707 3.097 -0.858 0.0 0.4 -0.3
C -2.194 2.037 0.123 -1.5 0.2 1.2
N -1.594 0.725 0.008 0.6 0.9 0.5
C -2.053 -0.335 -0.850 0.5 0.0 -2.5
C -2.500 -1.649 -0.305 -1.2 -1.1 -0.2
C -3.280 -2.561 -0.978 0.7 1.7 0.4
C -3.447 -3.968 -0.523 -0.3 -0.5 0.8
C -2.218 -4.495 0.220 0.2 -0.3 -0.6
C -1.631 -3.479 1.141 0.5 0.5 0.2
C -0.766 -3.907 2.152 -0.4 0.3 0.7
C -0.380 -3.031 3.178 -0.1 0.5 -0.8
C -0.805 -1.691 3.114 0.0 -0.5 0.1
C -1.549 -1.235 2.027 -0.5 0.3 -0.1
C -1.924 -2.094 0.977 1.0 -0.9 1.0
C -1.754 -0.201 -2.184 -1.2 -1.2 0.9
O -3.048 2.295 0.966 1.7 -0.8 -1.8
H -1.092 2.705 -1.686 -0.4 0.0 0.3
H -2.610 3.589 -1.263 0.4 -0.3 0.1
H -1.122 3.905 -0.396 -0.3 -0.3 0.3
H -0.592 0.873 -0.149 -0.7 0.0 -0.2
H -3.851 -2.234 -1.841 0.2 0.0 -0.1
H -4.303 -4.058 0.167 0.0 0.3 -0.2
H -3.687 -4.653 -1.338 0.0 0.3 -0.2
H -2.470 -5.399 0.793 0.0 0.3 -0.2
H -1.476 -4.815 -0.522 0.1 0.1 0.0
H -0.459 -4.961 2.190 -0.2 0.4 0.0
H 0.234 -3.379 4.000 0.0 0.0 -0.1
H -0.545 -0.990 3.912 -0.2 -0.3 -0.2
H -1.930 -0.204 1.987 0.5 -0.7 0.2
H -1.996 -1.018 -2.906 0.4 0.7 0.8
H -1.373 0.725 -2.594 0.0 0.0 0.1
C 1.468 0.699 -0.422 3.0 0.1 0.0
C 1.833 1.356 -1.659 -1.4 -0.3 -0.6
C 2.184 0.502 -2.733 0.9 -0.5 0.1
C 3.039 0.968 -3.731 -0.4 -0.1 -0.3
C 3.204 2.351 -3.886 0.2 0.2 0.6
C 2.635 3.262 -2.969 -0.6 -0.1 0.1
C 1.910 2.751 -1.881 0.8 0.5 0.5
C 2.025 1.130 0.821 -0.1 0.2 -0.3
C 1.622 0.478 2.004 -0.4 -0.7 0.3
C 1.915 1.005 3.248 0.0 0.0 0.1
C 2.638 2.202 3.341 0.2 0.2 0.1
C 3.200 2.790 2.190 0.1 -0.1 -0.2
C 2.977 2.188 0.960 -0.3 0.9 -0.5
H 1.178 -0.360 -0.459 -0.6 0.4 -0.1
H 1.915 -0.555 -2.703 0.2 0.2 0.2
H 3.557 0.258 -4.407 -0.7 0.6 0.4
H 3.794 2.729 -4.721 -0.1 -0.1 0.2
H 2.759 4.358 -3.110 -0.2 -1.0 0.1
H 1.411 3.390 -1.140 0.5 0.0 -0.4
H 1.082 -0.468 1.891 -0.1 0.5 0.3
H 1.581 0.495 4.154 0.1 0.2 -0.4
H 2.841 2.657 4.326 -0.2 -0.3 -0.6
H 3.822 3.704 2.257 -0.3 -0.9 0.0
H 3.526 2.518 0.068 -0.4 0.1 0.4
```
Forces are in eV/Å.

Values from the calculation:
Net charge: +1
ΔE to the lowest compared entry with this formula, charge and spin: 58.0 kcal/mol
Orbital gap: 4.22 eV

---

Formula: C40H82GeKN2O12S4Si4
Source: the Open Molecules 2025 dataset
Level of theory: ωB97M-V with the def2-TZVPD basis set

```
146
Properties=species:S:1:pos:R:3:forces:R:3
K 0.822 -0.388 1.387 0.6 0.4 0.1
C -1.305 1.526 -0.363 -0.1 -0.1 0.0
C -2.374 0.678 1.732 0.0 0.0 0.1
O -1.606 -0.229 2.494 0.0 0.0 0.1
C -1.360 0.173 3.836 0.0 0.0 0.0
C -0.342 -0.766 4.440 0.1 -0.1 0.1
O 0.943 -0.405 3.967 0.1 0.0 0.1
C 1.984 -1.322 4.276 -0.1 0.0 0.1
C 3.252 -0.851 3.581 0.0 0.0 0.0
O 3.170 -0.986 2.181 0.2 -0.1 0.2
C 3.890 -2.053 1.579 -0.1 -0.1 0.0
C 3.377 -3.415 2.004 0.0 0.0 0.0
O 1.985 -3.556 1.745 0.0 0.0 0.0
C 1.715 -4.065 0.439 0.0 0.0 0.0
C 0.344 -3.628 0.002 0.0 0.0 0.1
O 0.397 -2.241 -0.259 -0.1 0.0 -0.3
C -0.772 -1.701 -0.858 -0.2 -0.1 -0.1
C -0.427 -0.394 -1.543 -0.1 0.1 -0.1
O -0.201 0.697 -0.639 -0.2 0.0 -0.2
H -1.097 2.522 -0.772 0.0 0.0 0.0
H -2.206 1.117 -0.829 0.0 0.0 0.0
H -2.902 0.084 0.984 0.0 0.0 0.0
H -3.098 1.184 2.377 0.0 0.0 -0.1
H -2.294 0.125 4.408 0.0 0.0 0.0
H -0.983 1.200 3.877 0.0 0.0 0.0
H -0.582 -1.799 4.154 0.0 0.0 0.0
H -0.371 -0.698 5.536 0.0 0.0 0.0
H 1.706 -2.325 3.929 0.0 0.0 0.0
H 2.140 -1.356 5.364 0.0 0.0 0.0
H 4.117 -1.394 3.979 0.0 0.0 0.0
H 3.388 0.215 3.793 0.0 0.0 0.0
H 4.962 -1.965 1.796 0.0 0.0 0.1
H 3.756 -1.923 0.504 0.0 0.0 0.0
H 3.956 -4.185 1.483 0.0 0.0 0.0
H 3.507 -3.563 3.081 0.0 0.0 0.0
H 1.771 -5.161 0.452 0.0 0.0 0.0
H 2.452 -3.693 -0.276 0.0 0.0 0.0
H -0.410 -3.848 0.770 0.0 0.0 0.0
H 0.069 -4.169 -0.913 0.0 0.0 0.0
H -1.579 -1.580 -0.123 0.0 0.0 0.0
H -1.160 -2.393 -1.618 0.1 0.0 0.0
H -1.234 -0.137 -2.236 0.0 0.0 0.0
H 0.499 -0.518 -2.108 0.0 0.0 0.0
C 2.503 2.727 -2.201 0.0 0.0 0.0
Si 3.889 3.029 -0.947 0.0 0.0 0.0
C 5.315 1.904 -1.469 0.0 0.0 0.0
C 4.499 4.791 -1.319 0.0 0.0 0.0
Ge 3.110 2.499 1.248 -0.1 0.1 0.1
Si 2.293 4.664 1.856 0.0 0.0 0.0
C 1.300 4.559 3.483 0.0 0.0 0.0
C 1.112 5.368 0.533 0.0 0.0 0.0
C 3.493 6.109 2.161 0.0 0.0 0.0
Si 5.209 2.662 2.367 0.0 0.0 0.0
C 6.160 1.021 2.268 0.0 0.0 0.0
C 6.478 3.956 1.798 0.0 0.0 0.0
C 4.984 3.000 4.228 0.0 0.0 0.0
H 2.851 2.880 -3.228 0.0 0.0 0.0
H 1.663 3.403 -2.021 0.0 0.0 0.0
H 2.133 1.704 -2.111 0.0 0.0 0.0
H 5.570 2.061 -2.522 0.0 0.0 0.0
H 5.043 0.854 -1.346 0.0 0.0 0.0
H 6.211 2.095 -0.874 0.0 0.0 0.0
H 4.808 4.870 -2.367 0.0 0.0 0.0
H 5.352 5.054 -0.692 0.0 0.0 0.0
H 3.715 5.529 -1.143 0.0 0.0 0.0
H 1.039 3.525 3.717 0.0 0.0 0.0
H 0.371 5.134 3.439 0.0 0.0 0.0
H 1.891 4.948 4.317 0.0 0.0 0.0
H 0.604 4.576 -0.020 0.0 0.0 0.0
H 1.673 5.963 -0.192 0.0 0.0 0.0
H 0.349 6.015 0.978 0.0 0.0 0.0
H 4.165 5.893 2.994 0.0 0.0 0.0
H 2.938 7.022 2.405 0.0 0.0 0.0
H 4.104 6.306 1.279 0.0 0.0 0.0
H 6.113 0.606 1.259 0.0 0.0 0.0
H 5.724 0.283 2.944 0.0 0.0 0.0
H 7.214 1.142 2.538 0.0 0.0 0.0
H 6.796 3.763 0.772 0.0 0.0 -0.1
H 7.367 3.920 2.438 0.0 0.0 0.0
H 6.069 4.967 1.836 0.0 0.0 0.0
H 4.646 2.099 4.746 0.0 0.0 0.0
H 4.236 3.775 4.403 0.0 0.0 0.0
H 5.921 3.321 4.695 0.0 0.0 0.0
O -2.081 3.275 2.969 0.0 0.0 0.1
S -1.623 3.276 1.564 0.1 0.1 0.0
N -1.542 1.672 1.064 -0.2 -0.1 -0.1
C -7.662 -2.229 1.694 0.0 0.0 -0.1
C -7.559 -0.918 0.913 0.0 0.0 -0.1
C -8.961 -0.414 0.573 0.0 0.0 0.0
C -6.817 0.137 1.735 0.0 0.0 0.0
O -6.917 -1.150 -0.341 -0.1 0.0 0.2
Si -5.282 -1.256 -0.698 0.0 -0.1 0.0
S -4.159 -2.271 0.648 0.0 0.1 -0.1
O -5.315 -1.791 -2.278 -0.1 -0.3 -0.1
C -5.743 -3.013 -2.879 0.0 0.1 0.0
C -5.088 -4.225 -2.219 0.0 0.1 0.0
C -5.304 -2.923 -4.340 0.0 0.0 0.1
C -7.267 -3.133 -2.805 0.1 0.1 0.0
O -4.720 0.307 -0.919 0.0 0.1 0.0
C -5.136 1.297 -1.861 0.0 0.0 0.0
C -4.798 2.647 -1.234 0.0 0.0 0.0
C -6.636 1.237 -2.147 0.0 0.0 0.0
C -4.362 1.107 -3.168 -0.1 0.0 0.0
H -8.167 -2.067 2.650 0.0 0.0 0.0
H -6.665 -2.627 1.871 0.1 0.0 0.0
H -8.233 -2.959 1.115 0.0 0.0 0.0
H -9.560 -0.299 1.480 0.0 0.0 0.0
H -9.456 -1.126 -0.090 0.0 0.0 0.0
H -8.910 0.550 0.064 0.0 0.0 0.0
H -7.389 0.391 2.630 0.0 0.0 0.0
H -6.673 1.042 1.142 0.0 0.0 0.0
H -5.838 -0.238 2.032 0.0 0.0 0.0
H -4.004 -4.112 -2.217 0.0 0.0 0.0
H -5.353 -5.136 -2.765 0.0 0.0 0.0
H -5.401 -4.322 -1.182 0.0 0.0 0.1
H -4.216 -2.850 -4.397 0.0 0.0 0.0
H -5.733 -2.032 -4.802 0.0 0.0 0.0
H -5.628 -3.802 -4.900 0.0 0.0 0.0
H -7.593 -3.142 -1.768 0.0 0.0 0.1
H -7.601 -4.051 -3.297 0.0 0.0 0.0
H -7.735 -2.278 -3.298 0.0 0.0 0.0
H -5.378 2.794 -0.321 0.0 0.0 0.0
H -5.019 3.463 -1.926 0.0 0.0 0.0
H -3.740 2.697 -0.972 0.0 0.0 0.0
H -7.207 1.336 -1.225 0.0 0.0 0.0
H -6.904 0.288 -2.610 0.0 0.0 0.0
H -6.907 2.053 -2.821 0.0 0.0 0.0
H -3.295 1.272 -3.015 0.1 0.0 0.1
H -4.707 1.813 -3.928 0.0 0.0 0.0
H -4.510 0.091 -3.529 0.0 0.0 0.0
O 5.042 -6.112 -1.777 0.0 0.0 0.0
S 5.700 -4.828 -1.738 0.0 0.0 0.0
O 6.917 -4.756 -0.968 0.0 0.0 0.0
N 4.664 -3.651 -1.324 0.0 0.0 0.0
C 4.434 -2.801 -2.315 0.0 0.1 0.0
S 3.408 -1.481 -2.263 0.0 -0.1 0.0
C 5.222 -3.123 -3.558 0.0 0.0 0.0
C 5.251 -2.437 -4.761 0.0 0.0 0.0
C 6.067 -2.921 -5.775 0.0 0.0 0.0
C 6.839 -4.067 -5.591 0.0 0.0 0.0
C 6.810 -4.752 -4.382 0.0 0.0 0.0
C 5.993 -4.253 -3.388 0.0 0.0 0.0
H 4.647 -1.547 -4.877 0.0 0.0 0.0
H 6.108 -2.400 -6.724 0.0 0.0 0.0
H 7.468 -4.424 -6.397 0.0 0.0 0.0
H 7.406 -5.641 -4.222 0.0 0.0 0.0
```
Forces are in eV/Å.

Values from the calculation:
⟨S²⟩: 0.754
Net charge: -2
ΔE to the lowest compared entry with this formula, charge and spin: 11.7 kcal/mol
2S+1: 2
Orbital gap (spin up / spin down): 5.41 / 5.30 eV

---

E_tot (computed, eV): -172271.31863; -31948.83011; -218062.57526